[1]
13
Properties=species:S:1:pos:R:3 method="wB97M-V/def2-TZVPD" molar_mass_g_mol=120.079 homo_lumo_gap_ev=9.04 e_above_lowest_kcal_mol=64.6 total_energy_ha=-480.8789
O -1.4363 -1.5596 0.1029
C -1.1165 -0.2716 0.1893
C -2.0539 0.8143 -0.1350
F -3.4110 0.4946 -0.1893
C 0.3147 -0.0140 0.4517
O 1.1636 -1.0881 0.1736
C 1.3331 0.0829 -0.5367
O 2.4542 0.7307 -0.1791
H -0.5647 -1.9351 0.0906
H -1.6451 1.8494 -0.2337
H 0.5943 0.5756 1.4214
H 1.2309 0.0836 -1.5438
H 3.1367 0.2372 0.3882

[2]
8
Properties=species:S:1:pos:R:3 method="wB97M-V/def2-TZVPD" molar_mass_g_mol=147.963 homo_lumo_gap_ev=10.15 e_above_lowest_kcal_mol=0.0 smiles=Brc1nc[nH]n1 total_energy_ha=-2815.6785
Br 0.0998 1.0121 2.8280
C 0.0521 0.4300 1.0875
N 0.9835 0.6608 0.1709
C 0.5669 0.0241 -0.9000
N -0.6017 -0.5901 -0.6549
N -1.0087 -0.3821 0.5877
H 1.0751 -0.0052 -1.8420
H -1.1670 -1.1495 -1.2771

[3]
17
Properties=species:S:1:pos:R:3 method="wB97M-V/def2-TZVPD" molar_mass_g_mol=107.202 homo_lumo_gap_ev=7.54 e_above_lowest_kcal_mol=48.3 charge=+1 total_energy_ha=-628.3001
C 2.6976 1.0539 -2.0035
C 1.8181 0.0757 -1.2636
S 0.8205 0.8830 0.0165
H 3.4458 1.4835 -1.3283
H 3.2619 0.5725 -2.8003
H 2.1629 1.8977 -2.4378
H 2.3192 -0.8335 -0.9481
H 1.0372 -0.3083 -1.9159
H 1.8133 1.4770 0.6894
N -1.2907 -1.0123 1.1451
C -2.3685 -0.7503 1.8888
N -3.5967 -0.6551 1.5082
H -0.8467 -1.8870 0.8989
H -0.7514 -0.2591 0.6600
H -2.2327 -0.3966 2.9266
H -4.1930 -0.1392 2.1498
H -4.0968 -1.2019 0.8142

[4]
5
Properties=species:S:1:pos:R:3 method="wB97M-V/def2-TZVPD" molar_mass_g_mol=171.931 homo_lumo_gap_ev=7.57 charge=+2 total_energy_ha=-169.8543
H -1.0486 1.8107 0.9068
La -1.9800 0.6935 -0.8727
C 0.6518 -0.5206 -0.0189
F 1.5034 -0.8753 -0.9116
H 0.8735 -1.1082 0.8965

[5]
79
Properties=species:S:1:pos:R:3 method="wB97M-V/def2-TZVPD" molar_mass_g_mol=684.801 homo_lumo_gap_ev=5.58 e_above_lowest_kcal_mol=4.9 charge=-2 total_energy_ha=-3620.1984
Na 0.5668 0.5071 -1.8704
S 2.8308 0.6243 0.2163
P 1.1547 -0.0359 1.0891
C 0.0283 -0.7723 0.1367
P -1.6055 -0.7089 -0.0922
S -2.3043 -1.4838 -1.7926
C -2.6414 -1.4291 1.2688
C -2.0790 -1.6542 2.5183
C -2.8398 -2.1561 3.5688
C -4.1845 -2.4342 3.3755
C -4.7575 -2.2154 2.1265
C -3.9914 -1.7218 1.0813
C -2.2467 1.0333 -0.0498
C -2.8200 1.6169 1.0776
C -3.2212 2.9472 1.0637
C -3.0501 3.7222 -0.0740
C -2.4699 3.1567 -1.2032
C -2.0776 1.8270 -1.1868
C 1.7355 -1.1237 2.4645
C 2.6097 -0.6573 3.4457
C 3.0537 -1.5007 4.4516
C 2.6445 -2.8306 4.4797
C 1.7897 -3.3075 3.4977
C 1.3357 -2.4531 2.4973
C 0.4904 1.3986 2.0563
C -0.1206 1.2616 3.3010
C -0.6939 2.3537 3.9407
C -0.6780 3.6027 3.3375
C -0.0847 3.7496 2.0899
C 0.4986 2.6606 1.4620
H -1.0283 -1.4353 2.6550
H -2.3792 -2.3297 4.5351
H -4.7849 -2.8243 4.1900
H -5.8074 -2.4373 1.9691
H -4.4210 -1.5680 0.0986
H -2.9524 1.0338 1.9808
H -3.6550 3.3820 1.9576
H -3.3614 4.7608 -0.0806
H -2.3193 3.7363 -2.1071
H -1.6659 1.4050 -2.0987
H 2.9455 0.3724 3.4016
H 3.7282 -1.1256 5.2136
H 2.9975 -3.4914 5.2639
H 1.4720 -4.3440 3.5084
H 0.6614 -2.7973 1.7199
H -0.1452 0.2919 3.7847
H -1.1586 2.2235 4.9121
H -1.1339 4.4541 3.8302
H -0.0821 4.7166 1.6001
H 0.9931 2.7789 0.5043
C 3.9563 -0.0288 -3.6551
C 2.8712 -1.0614 -3.4983
C 1.8082 -1.1109 -4.3961
C 0.7549 -2.0004 -4.2204
C -0.4255 -1.9989 -5.1555
C 0.7818 -2.8622 -3.1285
C 1.8315 -2.8379 -2.2196
C 1.8014 -3.7227 -1.0040
C 2.8714 -1.9356 -2.4176
H 4.7531 -0.3853 -4.3158
H 4.3946 0.2065 -2.6843
H 3.5431 0.8899 -4.0729
H 1.7645 -0.3832 -5.1999
H -0.3460 -2.8004 -5.8966
H -0.4956 -1.0496 -5.6880
H -1.3471 -2.1417 -4.5900
H -0.0747 -3.4975 -2.9339
H 2.1631 -4.7299 -1.2374
H 0.7810 -3.7942 -0.6256
H 2.4239 -3.3063 -0.2114
H 3.6506 -1.8531 -1.6682
C 1.0859 4.3065 -2.6158
S 0.8544 3.1305 -3.9525
O 1.8266 3.4961 -4.9707
O -0.5380 3.2719 -4.3502
O 1.1487 1.8324 -3.3278
H 0.9023 5.3072 -3.0021
H 2.1076 4.2131 -2.2529
H 0.3754 4.0669 -1.8250

[6]
23
Properties=species:S:1:pos:R:3 method="wB97M-V/def2-TZVPD" molar_mass_g_mol=166.195 homo_lumo_gap_ev="6.17 / 8.72" e_above_lowest_kcal_mol=74.8 total_energy_ha=-562.5646
C -0.1042 -2.8616 -0.0934
C 1.0868 -2.1269 -0.3729
C -1.3703 -2.2737 -0.2436
C 1.0661 -0.7402 -0.5754
C -1.4096 -0.8898 -0.3588
C -0.2337 -0.0774 -0.5040
C 0.4873 0.7713 2.8203
C 0.0719 1.6221 1.9390
C 0.8544 1.9214 -1.4578
C -0.4049 1.2421 -1.0055
O -1.5203 1.8245 -1.3856
F -0.3619 2.8763 2.0365
H -0.1300 -3.9520 0.0771
H 2.0708 -2.5749 -0.1152
H -2.3364 -2.7422 -0.1367
H 2.0026 -0.1412 -0.7876
H -2.3293 -0.3886 -0.4229
H 0.6628 0.9637 3.8645
H 0.8007 -0.1820 2.4444
H 0.5642 2.9796 -1.8000
H 1.3291 1.4401 -2.3355
H 1.5033 1.9339 -0.5305
H -2.2992 1.3755 -1.0563

[7]
17
Properties=species:S:1:pos:R:3 method="wB97M-V/def2-TZVPD" molar_mass_g_mol=76.139 homo_lumo_gap_ev=12.10 e_above_lowest_kcal_mol=36.2 smiles=CC(C)C.O total_energy_ha=-234.7749
C 0.0223 0.6861 -0.6429
C -0.1579 -0.6725 -0.0594
C 0.4335 -1.5813 -1.2603
C 0.5202 -0.6674 1.3102
H 0.7210 1.2221 0.0338
H 0.3597 0.8054 -1.6457
H -0.7771 1.3833 -0.6592
H -1.2799 -0.9580 0.0312
H 1.0690 -2.3840 -1.0578
H 0.7967 -1.0358 -2.1245
H -0.4316 -2.1133 -1.7009
H 0.6044 0.2537 1.7330
H -0.0249 -1.4054 1.9453
H 1.5036 -1.0438 1.2090
O -1.1479 2.7759 1.3014
H -1.0070 2.9981 0.3643
H -1.2043 1.7369 1.2224

[8]
69
Properties=species:S:1:pos:R:3 method="wB97M-V/def2-TZVPD" s_squared=0.772 molar_mass_g_mol=503.591 homo_lumo_gap_ev="6.66 / 6.99" multiplicity=2 charge=+2 total_energy_ha=-2496.5910
Cr -0.7837 1.6525 -0.6855
C -0.8486 -0.5928 1.2932
C 1.4862 0.2798 0.6316
N 1.4838 1.3284 -0.4032
C 2.3045 2.5146 -0.1347
C 1.3562 3.6548 0.2094
N 0.2277 3.6360 -0.7474
C -0.5919 4.8543 -0.5499
C -1.6231 4.6203 0.5538
C -2.8827 3.9503 0.0125
N -2.5634 2.8974 -0.9758
C -3.7725 2.0907 -1.2371
C -3.8047 0.9946 -0.1857
N -2.5072 0.3335 -0.3136
C -2.2456 -0.7322 0.6786
H -0.8017 0.3833 1.7865
H -0.7128 -1.3649 2.0503
H 2.4371 -0.2760 0.6220
H 1.7532 0.5049 2.5611
H 1.8122 0.8717 -1.2558
H 2.8710 2.7677 -1.0340
H 3.0035 2.3548 0.6902
H 1.8947 4.6102 0.1670
H 0.9685 3.5174 1.2207
H 0.6548 3.7184 -1.6772
H -1.0886 5.1303 -1.4857
H 0.0541 5.6973 -0.2774
H -1.9052 5.5688 1.0126
H -1.1831 3.9971 1.3367
H -3.5305 4.7015 -0.4540
H -3.4404 3.5074 0.8405
H -2.3523 3.3857 -1.8488
H -3.7018 1.6411 -2.2318
H -4.6731 2.7093 -1.2054
H -4.6370 0.3058 -0.3653
H -3.9067 1.4037 0.8227
H -2.5273 -0.0920 -1.2502
H -2.3694 -1.7200 0.2282
H -2.9742 -0.6431 1.4875
O -1.4179 -0.7906 -2.7377
C -0.6557 -1.0601 -1.8204
N -0.1868 -2.2557 -1.4005
C 0.6643 -2.1434 -0.2146
C 0.2905 -0.6658 0.2322
O 1.2846 0.9425 1.8416
N -0.2559 -0.0946 -0.9507
C 2.1204 -2.2931 -0.6775
C 2.5490 -1.5602 -1.7869
C 3.8128 -1.7447 -2.3185
C 4.6799 -2.6693 -1.7565
C 4.2672 -3.4008 -0.6575
C 3.0015 -3.2174 -0.1242
C 0.2933 -3.1698 0.8385
C 0.9390 -3.1351 2.0761
C 0.6956 -4.1066 3.0287
C -0.2118 -5.1209 2.7693
C -0.8942 -5.1354 1.5648
C -0.6465 -4.1662 0.6049
H -0.1443 -3.0623 -2.0014
H 1.8719 -0.8766 -2.2879
H 4.1072 -1.1940 -3.2001
H 5.6554 -2.8321 -2.1881
H 4.9160 -4.1479 -0.2290
H 2.7050 -3.8346 0.7057
H 1.6449 -2.3437 2.2883
H 1.2280 -4.0820 3.9664
H -0.3895 -5.8886 3.5058
H -1.6093 -5.9173 1.3649
H -1.1930 -4.1964 -0.3238